116
Properties=species:S:1:pos:R:3:lowdin_charge:R:1 method="wB97M-V/def2-TZVPD" total_charge=0
In -0.05 0.06 -1.65 0.8721
O 5.03 -0.97 -0.34 -0.2744
S 4.00 -0.03 -0.69 0.5489
O 3.27 0.49 0.53 -0.3015
O 3.00 -0.51 -1.62 -0.3471
C 4.74 1.41 -1.38 -0.2739
C 6.09 1.39 -1.58 -0.0389
C 6.76 2.55 -2.09 -0.0489
C 6.02 3.69 -2.21 -0.0741
C 4.65 3.70 -1.96 -0.0782
C 3.97 2.58 -1.54 -0.2499
S 2.16 2.88 -1.11 0.7812
O 2.12 4.31 -1.49 -0.5055
O 1.46 0.41 2.44 -0.0927
O 1.50 1.94 -2.08 -0.6532
H 6.62 0.46 -1.32 0.1165
H 7.81 2.49 -2.37 0.1061
H 6.45 4.61 -2.61 0.1127
H 4.16 4.63 -2.03 0.0862
C 0.62 -4.04 -2.77 -0.0128
C -0.77 -4.27 -2.09 -0.3846
C -1.83 -3.65 -2.96 -0.0417
O -0.77 -3.48 -0.86 -0.2191
P -1.19 -3.79 0.63 0.4666
O -0.29 -3.13 1.59 -0.2535
C -2.91 -3.35 0.82 -0.1990
P -3.33 -1.61 0.36 0.4951
O -2.91 -1.17 -0.97 -0.3132
O -4.94 -1.65 0.53 -0.1772
C -5.67 -0.45 0.18 -0.4843
C -5.78 -0.30 -1.28 -0.0585
C -7.02 -0.58 0.79 -0.0410
O -2.80 -0.69 1.51 -0.1849
C -3.26 -0.56 2.86 -0.4409
C -3.23 0.91 3.17 -0.0303
C -2.32 -1.29 3.79 -0.0342
O -1.25 -5.39 0.80 -0.1938
C -0.01 -6.15 0.87 -0.4241
C -0.19 -7.52 0.12 -0.0349
C 0.33 -6.42 2.34 -0.0440
H 0.70 -4.59 -3.68 0.0706
H 1.41 -4.35 -2.08 0.0852
H 0.78 -2.97 -2.92 0.0441
H -0.99 -5.30 -1.83 0.1182
H -1.71 -2.55 -3.01 0.0741
H -2.82 -3.78 -2.45 0.0954
H -1.78 -4.05 -3.91 0.0626
H -3.19 -3.59 1.81 0.0529
H -3.55 -4.04 0.24 0.0972
H -5.17 0.43 0.44 0.1213
H -6.17 -1.17 -1.77 0.0930
H -4.91 -0.02 -1.77 0.0479
H -6.42 0.56 -1.56 0.1041
H -7.54 -1.42 0.39 0.0852
H -7.56 0.36 0.61 0.0976
H -6.94 -0.66 1.89 0.0874
H -4.30 -0.97 2.87 0.1464
H -2.22 1.23 3.27 0.0668
H -3.80 1.15 4.07 0.0922
H -3.63 1.47 2.33 0.0803
H -1.29 -1.06 3.53 0.0824
H -2.42 -2.38 3.76 0.0747
H -2.60 -0.95 4.80 0.0933
H 0.77 -5.59 0.44 0.1151
H -1.05 -8.09 0.53 0.0863
H 0.70 -8.16 0.18 0.0786
H -0.34 -7.33 -0.96 0.0692
H -0.57 -6.87 2.78 0.0860
H 0.39 -5.42 2.79 0.0767
H 1.18 -7.09 2.44 0.0866
C 4.31 0.42 3.18 -0.0978
Si 2.95 -0.19 2.13 0.4123
C 2.69 -2.02 1.98 -0.1033
C 1.24 1.57 3.16 -0.3397
C 1.51 2.82 2.62 -0.0219
C 1.07 3.98 3.31 -0.0886
C 0.30 3.89 4.46 -0.1077
C 0.12 2.64 5.01 -0.0955
C 0.56 1.46 4.37 -0.0235
H 4.44 -0.33 3.97 0.0523
H 4.12 1.46 3.49 0.0584
H 5.13 0.32 2.49 0.0342
H 2.54 -2.42 2.99 0.0516
H 3.50 -2.52 1.47 0.0392
H 1.71 -2.25 1.59 0.0049
H 2.02 2.80 1.57 0.1073
H 1.38 5.02 2.87 0.1270
H -0.12 4.82 4.89 0.1144
H -0.50 2.54 5.90 0.1021
H 0.42 0.46 4.86 0.1331
C 1.78 3.31 -5.27 -0.0514
N 1.03 2.06 -5.09 -0.0488
C 1.48 0.84 -4.75 -0.9188
N 2.83 0.72 -4.60 0.1554
S 0.37 -0.41 -4.69 0.5746
H 1.10 3.98 -5.72 0.0659
H 2.51 3.25 -6.07 0.0905
H 2.14 3.73 -4.30 0.0900
H 0.06 2.17 -5.15 0.0756
H 3.25 1.51 -4.19 0.0730
H 3.00 -0.02 -4.03 0.0339
N 0.73 5.85 0.23 0.0988
C -0.56 5.58 0.44 -0.8675
S -1.58 6.47 1.40 0.6145
C -1.12 4.47 -0.41 -0.2643
C -1.80 3.43 0.16 -0.0040
C -2.06 2.34 -0.68 -0.1577
N -1.85 2.34 -2.03 0.0309
C -1.30 3.44 -2.57 -0.1353
C -0.92 4.48 -1.76 -0.0511
H 1.18 6.71 0.64 0.1382
H 1.20 5.21 -0.45 0.0274
H -1.99 3.40 1.22 0.1090
H -2.46 1.46 -0.25 0.0586
H -1.24 3.57 -3.68 0.1229
H -0.37 5.31 -2.24 0.1342

117
Properties=species:S:1:pos:R:3:lowdin_charge:R:1 method="wB97M-V/def2-TZVPD" total_charge=+2 relative_energy_kj_mol=0.00
Sc 13.05 -12.81 -13.97 0.8202
N 9.57 -13.97 -15.81 0.1323
C 10.69 -13.82 -15.08 -0.8751
S 10.54 -12.86 -13.63 0.6708
N 11.79 -14.48 -15.42 -0.0505
N 12.63 -14.94 -14.32 -0.0658
C 13.11 -16.14 -14.52 -0.0418
C 13.78 -16.90 -13.52 -0.2792
C 14.40 -18.06 -13.91 -0.0038
C 14.91 -18.90 -12.92 -0.0354
C 14.83 -18.55 -11.59 -0.0080
C 14.29 -17.27 -11.32 -0.1091
N 13.70 -16.52 -12.22 0.1182
H 8.80 -13.35 -15.69 0.0998
H 9.69 -14.43 -16.68 0.1024
H 13.16 -16.51 -15.56 0.1322
H 14.58 -18.19 -14.98 0.1296
H 15.32 -19.83 -13.27 0.1184
H 15.19 -19.20 -10.80 0.1224
H 14.42 -16.87 -10.34 0.1077
C 17.55 -13.15 -13.88 0.0153
C 16.14 -12.69 -13.95 -0.2307
N 15.18 -13.32 -14.63 -0.0040
O 15.72 -14.28 -15.53 -0.0612
C 15.79 -11.59 -13.15 -0.2760
C 16.74 -10.84 -12.33 0.0230
N 14.53 -11.31 -13.27 -0.0527
O 14.25 -9.99 -12.89 -0.0489
H 17.60 -14.20 -14.19 0.0959
H 17.98 -13.08 -12.85 0.1066
H 18.19 -12.61 -14.58 0.1116
H 15.06 -14.36 -16.32 0.0895
H 17.30 -11.50 -11.67 0.1014
H 16.21 -10.12 -11.71 0.0968
H 17.50 -10.35 -12.96 0.1253
N 12.00 -10.38 -19.01 0.1151
C 12.71 -9.80 -17.82 -0.1706
P 11.90 -10.47 -16.21 0.5457
O 10.60 -11.06 -16.71 -0.3518
O 12.84 -11.46 -15.49 -0.4430
C 11.65 -8.96 -15.17 -0.2888
N 11.70 -9.27 -13.75 -0.0440
H 11.09 -10.70 -18.64 0.1167
H 12.51 -11.33 -19.28 0.0977
H 11.83 -9.68 -19.68 0.1366
H 12.68 -8.68 -17.89 0.1145
H 13.75 -10.00 -17.85 0.0723
H 10.71 -8.48 -15.49 0.1053
H 12.47 -8.23 -15.40 0.1131
H 13.29 -9.81 -13.16 0.0629
H 10.98 -9.96 -13.52 0.0641
H 11.55 -8.44 -13.14 0.1298
C 13.68 -13.12 -18.09 -0.1391
N 14.42 -14.40 -18.05 -0.1248
C 13.52 -15.42 -18.52 -0.1600
N 12.95 -15.15 -19.91 -0.0702
C 12.28 -13.86 -19.90 -0.1766
N 13.14 -12.75 -19.47 -0.1245
C 14.30 -12.72 -20.42 -0.1185
N 15.07 -14.05 -20.42 -0.0457
C 15.53 -14.32 -19.01 -0.1437
C 14.08 -15.08 -20.82 -0.1835
H 14.37 -12.34 -17.80 0.1150
H 12.81 -13.18 -17.38 0.1128
H 12.69 -15.63 -17.82 0.1095
H 14.03 -16.44 -18.57 0.1520
H 11.42 -13.90 -19.23 0.1362
H 11.98 -13.65 -20.92 0.1326
H 14.97 -11.94 -20.07 0.1212
H 13.97 -12.41 -21.41 0.1326
H 16.27 -13.51 -18.75 0.1400
H 16.17 -15.24 -18.95 0.1445
H 14.53 -16.05 -20.96 0.1310
H 13.64 -14.79 -21.82 0.1439
C 10.02 -16.39 -8.89 -0.0415
C 9.39 -14.96 -8.72 -0.4882
C 8.01 -15.13 -8.00 -0.0408
C 9.13 -14.39 -10.12 -0.0564
C 10.34 -13.99 -7.82 -0.3685
O 10.50 -14.70 -6.57 -0.0429
C 9.83 -12.53 -7.63 -0.0900
C 10.42 -11.73 -6.39 -0.0949
C 11.48 -10.64 -6.70 -0.2301
C 12.80 -10.81 -6.28 -0.0799
C 13.77 -9.87 -6.36 -0.0953
C 13.44 -8.65 -7.04 -0.6954
Cl 14.62 -7.43 -7.02 0.6985
C 12.21 -8.52 -7.68 -0.0938
C 11.22 -9.51 -7.48 -0.0396
C 11.88 -14.01 -8.32 -0.0077
N 12.28 -13.43 -9.61 -0.0370
C 12.60 -13.86 -10.85 -0.1513
N 13.09 -12.90 -11.58 -0.0093
C 13.02 -11.82 -10.78 -0.1833
N 12.56 -12.07 -9.57 0.1685
H 9.34 -17.12 -9.40 0.1042
H 10.35 -16.80 -7.95 0.0784
H 10.94 -16.24 -9.50 0.0652
H 7.35 -15.72 -8.65 0.0869
H 7.50 -14.19 -7.81 0.0763
H 8.19 -15.77 -7.09 0.0994
H 8.42 -15.08 -10.64 0.1029
H 10.07 -14.29 -10.70 0.0446
H 8.66 -13.41 -10.15 0.0821
H 9.74 -14.54 -5.97 0.1221
H 8.73 -12.49 -7.61 0.1128
H 10.22 -12.00 -8.48 0.0799
H 10.92 -12.47 -5.74 0.1042
H 9.63 -11.24 -5.80 0.1229
H 13.08 -11.74 -5.80 0.1147
H 14.72 -10.13 -5.96 0.0956
H 12.11 -7.62 -8.24 0.0917
H 10.26 -9.42 -7.97 0.1147
H 12.10 -15.06 -8.44 0.1058
H 12.52 -13.61 -7.55 0.1292
H 12.59 -14.87 -11.22 0.1027
H 13.47 -10.90 -11.13 0.1053

no.,HOMO energy (eV),DFT total energy (eV)
1,-7.7578,-142728.807
2,-11.7439,-123160.758